# 1
The following is a quantum chemistry calculation of a structure of composition C2AlF3O3 in a non-equilibrium geometry, from OMol25.

Last column: Mulliken charge in e.
Geometry (Å):
1 C -1.183 0.344 0.078  0.84
2 F -1.516 1.620 0.231  -0.22
3 F -1.558 -0.320 1.167  -0.20
4 F -1.857 -0.162 -0.951  -0.20
5 O 0.804 -1.789 -0.505  -0.39
6 C 1.000 -0.807 0.169  0.76
7 O 0.138 0.323 -0.171  -0.38
8 O 2.068 -0.312 0.595  -0.32
9 Al 2.104 1.102 -0.613  1.11

Output
* maximum force: 6.62 eV/A
* M: 155.99 g mol⁻¹
* DFT total energy: -22956.8418 eV
* ⟨S²⟩: 0.752
* total charge: +1
* 2S+1: 2

***

# 2
The following is a quantum chemistry calculation of a structure of composition C25H53FGaN2O9 in a non-equilibrium geometry, from OMol25.

Last column: Mulliken charge in e.
Geometry (Å):
1 C 3.729 -2.392 0.607  -1.09
2 C 3.556 -1.573 -0.644  0.75
3 O 4.462 -1.067 -1.250  -0.60
4 O 2.265 -1.377 -1.019  -0.21
5 C 1.828 -1.976 -2.242  -0.92
6 C 1.281 -3.413 -2.081  -0.42
7 C -0.250 -3.448 -1.910  -1.17
8 Ga -0.992 -2.068 -0.612  0.04
9 N 0.135 -2.160 1.018  -0.31
10 C 0.116 -1.220 1.760  0.64
11 O 0.253 -0.258 2.449  -0.74
12 C -2.844 -2.731 -0.039  -0.04
13 C -3.331 -3.966 -0.467  -0.03
14 C -4.583 -4.379 -0.048  -0.32
15 N -5.404 -3.680 0.734  -0.69
16 C -4.929 -2.499 1.128  -0.43
17 C -3.696 -1.985 0.777  0.00
18 C -1.234 -0.190 -1.374  0.19
19 C -0.160 0.831 -1.018  -0.67
20 F -2.492 0.352 -0.997  -0.40
21 H 4.799 -2.573 0.706  0.38
22 H 3.227 -3.354 0.525  0.36
23 H 3.346 -1.891 1.494  0.15
24 H 2.635 -1.926 -2.979  0.55
25 H 1.008 -1.370 -2.629  0.37
26 H 1.610 -3.977 -2.961  0.39
27 H 1.757 -3.859 -1.205  0.13
28 H -0.507 -4.416 -1.464  0.58
29 H -0.731 -3.443 -2.893  0.44
30 H -2.739 -4.601 -1.112  0.14
31 H -4.945 -5.352 -0.382  0.34
32 H -5.579 -1.900 1.768  0.35
33 H -3.388 -1.017 1.155  0.36
34 H -1.272 -0.286 -2.466  0.38
35 H 0.852 0.471 -1.189  -0.10
36 H -0.328 1.179 0.001  0.28
37 H -0.296 1.710 -1.667  0.31
38 C -5.901 -1.519 -4.409  -1.03
39 C -5.198 -2.806 -4.016  -0.41
40 O -4.208 -2.577 -3.026  -0.28
41 H -5.185 -0.791 -4.781  0.25
42 H -6.651 -1.699 -5.184  0.38
43 H -6.397 -1.074 -3.542  0.34
44 H -4.688 -3.241 -4.876  0.29
45 H -5.922 -3.540 -3.640  0.29
46 H -4.637 -2.207 -2.246  0.15
47 C -6.334 2.637 -7.669  -1.07
48 C -6.252 1.960 -6.313  -0.21
49 O -5.144 1.071 -6.233  -0.48
50 H -6.414 1.891 -8.461  0.29
51 H -7.197 3.303 -7.725  0.33
52 H -5.432 3.223 -7.862  0.32
53 H -7.143 1.361 -6.130  0.27
54 H -6.173 2.708 -5.517  0.28
55 H -4.341 1.582 -6.376  0.27
56 C 4.599 1.135 2.182  -1.15
57 C 4.514 0.876 3.673  0.20
58 O 5.625 0.107 4.138  -0.58
59 H 4.622 0.199 1.626  0.23
60 H 3.738 1.713 1.840  0.32
61 H 5.510 1.687 1.938  0.41
62 H 3.615 0.311 3.915  0.15
63 H 4.482 1.824 4.224  0.04
64 H 6.424 0.603 3.938  0.32
65 C 2.518 3.121 -2.357  -0.83
66 C 2.183 2.669 -3.765  -0.15
67 O 1.969 3.779 -4.641  -0.56
68 H 1.715 3.740 -1.955  0.27
69 H 2.664 2.265 -1.698  0.12
70 H 3.429 3.727 -2.350  0.43
71 H 1.265 2.084 -3.770  0.20
72 H 2.989 2.046 -4.167  0.25
73 H 2.778 4.297 -4.654  0.30
74 C 4.513 2.185 8.587  -1.05
75 C 5.161 2.974 7.464  0.16
76 O 6.522 2.590 7.274  -0.53
77 H 5.061 2.330 9.519  0.31
78 H 3.477 2.492 8.736  0.30
79 H 4.528 1.116 8.362  0.32
80 H 5.162 4.038 7.694  0.31
81 H 4.612 2.829 6.527  -0.11
82 H 6.532 1.653 7.056  0.32
83 C 0.635 2.437 4.726  -0.72
84 C 0.933 1.837 6.085  -0.05
85 O -0.102 0.952 6.500  -0.55
86 H -0.313 2.977 4.746  0.31
87 H 1.425 3.125 4.414  0.31
88 H 0.549 1.646 3.980  0.07
89 H 1.007 2.615 6.846  0.27
90 H 1.884 1.290 6.060  0.12
91 H -0.170 0.256 5.837  0.31

Output
* maximum force: 1.24 eV/A
* M: 614.43 g mol⁻¹
* DFT total energy: -103286.7444 eV
* total charge: -1

***

# 3
The following is a quantum chemistry calculation of the molecule C5H8O in a non-equilibrium geometry, from OMol25.

Last column: Mulliken charge in e.
Geometry (Å):
1 C -1.424 -1.649 -1.242  -0.62
2 O -1.565 -0.759 -0.220  -0.36
3 C -0.505 -0.024 -0.059  0.21
4 C -0.384 1.344 0.517  -0.50
5 C 1.110 0.984 0.781  -0.47
6 C 0.943 -0.385 0.057  -0.41
7 H -0.745 -1.320 -2.024  0.36
8 H -1.728 -2.660 -0.988  0.29
9 H -1.021 1.547 1.385  0.27
10 H -0.511 2.161 -0.209  0.20
11 H 1.338 0.895 1.845  0.25
12 H 1.836 1.653 0.313  0.27
13 H 1.088 -1.284 0.680  0.24
14 H 1.567 -0.503 -0.836  0.28

Output
* maximum force: 1.82 eV/A
* M: 84.12 g mol⁻¹
* ΔE to the lowest compared entry with this formula, charge and spin: 108.0 kcal per mole

***

# 4
The following is a quantum chemistry calculation of a cluster of 8 separate species, C20H34N10O8 in total in a non-equilibrium geometry, from OMol25.

Last column: Mulliken charge in e.
Geometry (Å):
1 C 30.336 16.735 -18.902  -0.56
2 O 30.207 17.857 -18.970  -0.24
3 N 30.453 16.026 -17.830  0.36
4 N 30.048 16.115 -19.929  -0.31
5 H 30.120 15.077 -17.925  0.26
6 H 30.665 16.445 -16.936  -0.12
7 H 29.655 16.659 -20.684  0.25
8 H 30.128 15.114 -20.039  0.30
9 C 33.335 19.180 -15.213  0.32
10 O 34.565 19.248 -15.122  -0.71
11 N 32.593 19.666 -14.240  -0.26
12 N 32.739 18.651 -16.232  -0.21
13 H 31.603 19.472 -14.191  0.35
14 H 33.024 20.127 -13.452  0.18
15 H 33.399 18.398 -16.953  0.22
16 H 31.897 18.104 -16.124  0.29
17 C 29.003 19.659 -15.745  0.23
18 O 29.856 19.293 -14.934  -0.51
19 N 28.534 20.852 -15.692  -0.51
20 N 28.468 18.963 -16.689  -0.33
21 H 27.692 20.986 -16.234  0.24
22 H 28.850 21.398 -14.903  0.31
23 H 28.937 18.071 -16.744  0.15
24 H 28.193 19.494 -17.503  0.32
25 C 27.159 8.912 -13.084  -0.90
26 O 27.616 9.566 -14.022  -0.09
27 N 26.402 7.883 -13.309  -0.30
28 N 27.547 9.006 -11.870  0.07
29 H 26.181 7.186 -12.611  0.27
30 H 26.314 7.738 -14.305  0.30
31 H 27.080 8.571 -11.088  0.27
32 H 28.204 9.757 -11.712  0.18
33 C 29.373 13.860 -14.802  -2.66
34 C 29.148 12.772 -13.976  2.07
35 C 29.015 12.988 -12.668  -1.24
36 C 29.035 14.273 -12.059  -0.75
37 C 29.305 15.310 -12.903  -0.70
38 C 29.507 15.127 -14.251  1.87
39 O 29.923 16.216 -15.032  -0.10
40 O 29.043 11.919 -11.823  -0.36
41 H 29.291 13.743 -15.872  -0.01
42 H 28.935 11.779 -14.343  0.67
43 H 28.978 14.212 -10.982  0.50
44 H 29.314 16.275 -12.417  0.18
45 H 29.680 17.005 -14.542  0.07
46 H 29.765 11.332 -12.059  0.11
47 C 23.463 15.510 -11.079  -0.32
48 C 23.569 14.423 -10.213  -0.68
49 C 24.595 13.505 -10.386  0.23
50 C 25.364 13.601 -11.558  -0.74
51 C 25.387 14.746 -12.283  0.28
52 C 24.368 15.677 -12.200  -0.84
53 O 24.254 16.664 -13.137  -0.19
54 O 24.691 12.433 -9.642  -0.32
55 H 22.709 16.278 -10.985  0.46
56 H 22.872 14.179 -9.426  0.39
57 H 26.142 12.861 -11.676  0.51
58 H 26.251 14.797 -12.929  0.44
59 H 23.403 16.687 -13.580  0.29
60 H 23.964 11.807 -9.695  0.29
61 C 32.059 9.250 -14.607  -1.20
62 C 31.714 9.882 -13.370  0.54
63 N 31.505 10.362 -12.330  -0.54
64 H 31.078 8.866 -14.884  0.20
65 H 32.861 8.540 -14.406  0.41
66 H 32.354 9.864 -15.458  0.38
67 C 28.983 15.670 -7.742  -0.53
68 C 28.859 15.832 -6.270  0.12
69 N 28.714 15.915 -5.125  -0.36
70 H 28.143 15.249 -8.294  0.15
71 H 29.931 15.134 -7.792  0.27
72 H 29.027 16.669 -8.175  0.29

Output
* maximum force: 12.50 eV/A
* M: 542.55 g mol⁻¹
* DFT total energy: -52570.9055 eV
* ⟨S²⟩: 0.750
* total charge: -1
* 2S+1: 2

***

# 5
The following is a quantum chemistry calculation of the molecule H5N3Si in a non-equilibrium geometry, from OMol25.

Last column: Mulliken charge in e.
Geometry (Å):
1 N 0.319 -0.903 -0.015  -0.12
2 N 0.549 1.356 -0.773  -0.52
3 N -0.812 -1.280 -0.433  -0.23
4 Si 0.396 0.653 0.739  0.46
5 H -1.740 -0.871 -0.046  0.24
6 H -0.929 -2.027 -1.205  0.26
7 H 1.534 0.446 1.422  -0.14
8 H 1.503 1.636 -1.108  0.22
9 H -0.819 0.989 1.417  -0.17

Output
* maximum force: 3.52 eV/A
* M: 75.15 g mol⁻¹
* ΔE to the lowest compared entry with this formula, charge and spin: 28.7 kcal per mole